Here is a cluster of 2 separate species, C3H8N2O2 in total in a non-equilibrium geometry from OMol25. Energies are from ωB97M-V/def2-TZVPD.

```
15
C3H8N2O2, DFT ωB97M-V/def2-TZVPD
C 0.80 -0.01 1.23
C 1.51 0.17 0.11
N 1.65 1.38 -0.55
N 0.05 -1.23 1.48
H 0.67 0.78 1.96
H 2.02 -0.69 -0.32
H 2.12 1.29 -1.43
H 0.76 1.83 -0.70
H -1.12 -1.07 -0.40
H -0.67 -1.09 2.18
H 0.64 -1.94 1.89
O -1.28 1.07 -1.28
C -2.12 0.21 -1.38
O -1.90 -1.04 -0.99
H -3.13 0.34 -1.79
```

- relative energy (zero: lowest compared OMol25 entry of this formula, charge and spin) (kcal/mol) = 46.8
- lowest unoccupied orbital energy (Eh) = 0.0363
- multiplicity = 1
- structure (SMILES) = N/C=C/N.O=CO
- Kohn-Sham gap (eV) = 8.6